{
  "formula": "C32H84BO22",
  "method": "ωB97M-V with the def2-TZVPD basis set",
  "species": ["H", "H", "H", "C", "C", "C", "C", "H", "H", "H", "H", "B", "O", "H", "C", "O", "O", "H", "H", "H", "H", "H", "H", "H", "C", "O", "H", "H", "H", "H", "O", "C", "H", "H", "C", "H", "H", "C", "H", "H", "H", "C", "H", "H", "C", "H", "C", "O", "O", "H", "C", "C", "O", "C", "H", "H", "C", "H", "C", "H", "C", "H", "H", "H", "H", "H", "H", "O", "C", "H", "C", "H", "H", "H", "O", "H", "H", "O", "O", "H", "H", "H", "H", "O", "H", "H", "C", "H", "O", "C", "H", "H", "H", "C", "H", "H", "C", "C", "H", "H", "H", "C", "H", "H", "H", "O", "H", "H", "H", "O", "O", "H", "H", "H", "H", "H", "H", "H", "H", "C", "H", "H", "H", "H", "O", "H", "H", "O", "C", "H", "C", "O", "C", "H", "O", "H", "O", "C", "C"],
  "xyz": [[16.5687, 10.0095, 15.5018], [12.3728, 9.7878, 14.3739], [13.1819, 18.1120, 19.0032], [9.3489, 9.4987, 17.3226], [13.9766, 18.3076, 18.2624], [13.9234, 19.5916, 17.5089], [9.1275, 16.6534, 20.1955], [17.2866, 8.4463, 15.9144], [13.0692, 19.5147, 16.7622], [13.2056, 16.3218, 13.3516], [21.5677, 15.0418, 13.1823], [14.9656, 14.4469, 15.6584], [12.1567, 12.6281, 16.3699], [19.1083, 15.6383, 13.2831], [21.7303, 14.7546, 17.4765], [15.5267, 14.5743, 14.3117], [19.8116, 16.1120, 12.8112], [14.3127, 8.8276, 20.2764], [15.7641, 17.5282, 18.7141], [11.1923, 13.9406, 13.7570], [13.1781, 7.2853, 18.7432], [9.6711, 17.1827, 21.0177], [16.8405, 17.8793, 12.5273], [12.9743, 7.4131, 13.7923], [17.8090, 10.1346, 17.2711], [14.2689, 13.1790, 15.8015], [9.8086, 12.7535, 19.7329], [14.4389, 7.2191, 20.9836], [14.2241, 7.4526, 15.0613], [10.4014, 13.1853, 21.3858], [15.9657, 17.7169, 9.3061], [21.9975, 17.1085, 12.8843], [20.6469, 13.9412, 15.8404], [16.5856, 19.1545, 15.9046], [8.6442, 9.6203, 15.9771], [19.7589, 11.1671, 13.7490], [13.2385, 8.3255, 21.6058], [16.8400, 14.7400, 14.4352], [20.9606, 14.5986, 18.2263], [9.8910, 12.7034, 13.9517], [7.7937, 14.2728, 12.8732], [11.9049, 12.5840, 19.8563], [22.7334, 14.5991, 17.9159], [21.9653, 17.0772, 11.8084], [16.4782, 18.2839, 10.5138], [18.0330, 9.4926, 18.1358], [10.1469, 13.6794, 13.5597], [9.4973, 8.0719, 17.5588], [7.8102, 14.5664, 13.7702], [13.6351, 18.4491, 14.4326], [18.6969, 18.9068, 15.4484], [13.6389, 8.0654, 14.3802], [11.8341, 15.5019, 16.4951], [13.0010, 13.4217, 16.1706], [13.9100, 17.4610, 17.6302], [17.6471, 20.4697, 16.5261], [10.1026, 16.6874, 18.9624], [12.9940, 10.5012, 16.3696], [17.2540, 14.7334, 15.8866], [9.5466, 15.6468, 13.8916], [16.8495, 9.3675, 16.3541], [8.5388, 10.6942, 15.8530], [10.3960, 17.6957, 18.7359], [18.3044, 12.0869, 13.2324], [18.7280, 10.4689, 16.8245], [10.0042, 7.9740, 18.3628], [10.3724, 9.9713, 17.2387], [16.1739, 14.4886, 16.5635], [12.9898, 18.3977, 13.5664], [11.7759, 16.7257, 14.2256], [20.1148, 12.5903, 12.1711], [14.8401, 9.2760, 16.7350], [15.3268, 17.2102, 12.0044], [17.2799, 11.0246, 17.7072], [14.0149, 15.5029, 15.9838], [9.1818, 14.5755, 15.2806], [19.5594, 19.5673, 15.2286], [11.7065, 16.9542, 12.1484], [18.4131, 17.9699, 14.3823], [13.6260, 18.5619, 12.7060], [19.4514, 12.8674, 14.1900], [16.8113, 16.3973, 11.6739], [18.8276, 18.4507, 16.4237], [11.6971, 8.5290, 19.5380], [13.8957, 20.4458, 18.1697], [21.7320, 18.1398, 13.1474], [17.4407, 19.8262, 15.6525], [12.0683, 9.2212, 18.9872], [22.7508, 13.8495, 15.4697], [12.7267, 7.5426, 19.7394], [22.0321, 12.3279, 11.6596], [8.2025, 17.1749, 19.9693], [9.2576, 9.3207, 15.1204], [12.7033, 9.0068, 15.0308], [9.9166, 15.9362, 17.1153], [10.0499, 13.7637, 12.4655], [13.7841, 8.0163, 20.7336], [21.0997, 16.0475, 13.4211], [15.9642, 19.2280, 10.7026], [7.6569, 9.1965, 15.8881], [14.8064, 19.6727, 16.8602], [12.4114, 17.0336, 13.4071], [17.5399, 18.5029, 10.2541], [21.6143, 15.8126, 17.2088], [8.9759, 15.6026, 20.5180], [15.1713, 18.1729, 19.0356], [10.2733, 11.5149, 20.9084], [20.8990, 16.1500, 14.5105], [12.1230, 17.5240, 11.5129], [15.7185, 9.0334, 17.1166], [21.5176, 12.6433, 12.3869], [8.8136, 9.9702, 18.1489], [12.2203, 19.1667, 13.6073], [17.2260, 20.3095, 14.7149], [19.2568, 17.7702, 13.9993], [23.0363, 16.9200, 13.1625], [11.7835, 8.5691, 15.3743], [12.1971, 6.6958, 20.1654], [19.8379, 11.9261, 11.3196], [12.8572, 14.9450, 16.3249], [14.2947, 8.5706, 13.6884], [12.6793, 12.5439, 20.6352], [22.4331, 13.5124, 14.6171], [11.5154, 13.7143, 18.3108], [17.5761, 14.8215, 13.4873], [21.5192, 12.7423, 16.7143], [15.3791, 17.0140, 9.5389], [18.3828, 14.9019, 16.3488], [19.3594, 12.1250, 13.4022], [10.9620, 16.0870, 19.2784], [9.2088, 14.6826, 14.2042], [9.3621, 16.1920, 17.8635], [16.3423, 17.3281, 11.7528], [11.9448, 11.7215, 19.1771], [12.1032, 13.7548, 19.0769], [19.8183, 13.5817, 11.8595], [13.2294, 9.5762, 16.3034], [10.4876, 12.5598, 20.5271], [21.6014, 13.8055, 16.3255]],
  "atomic_forces_ev_per_a": [[0.050, -0.100, 0.122], [0.247, 0.706, -0.414], [-0.150, 0.752, -0.400], [0.927, -1.556, -0.792], [0.275, -1.063, 1.542], [-0.610, -0.384, -1.641], [1.785, 0.182, -0.138], [0.075, 0.394, 0.342], [0.629, 0.544, 1.155], [0.772, -0.642, 0.167], [-0.473, 0.986, 0.544], [1.097, -0.213, 0.250], [-1.492, -1.670, 0.163], [0.312, -0.185, 0.220], [0.765, 0.468, 0.336], [0.551, 0.305, 0.559], [0.486, 0.753, -0.901], [0.550, 0.556, 0.051], [0.701, -1.105, -0.856], [-0.182, -0.155, 0.262], [-0.359, 0.007, 0.901], [-0.603, -0.348, -0.413], [0.147, 0.022, 0.837], [0.486, -0.096, -0.016], [-1.039, 0.039, 0.962], [-1.339, -0.161, 0.275], [-1.015, 0.468, -0.343], [0.751, -0.675, 0.190], [-0.104, 0.043, 0.173], [-0.133, 0.909, 0.283], [0.241, 0.533, -0.307], [0.366, 0.654, -0.230], [-0.124, 0.451, -0.698], [0.574, 0.543, -0.175], [0.642, 1.450, 0.105], [-0.216, 0.079, -0.010], [0.022, 0.363, 0.580], [-0.024, -0.033, -1.873], [-0.041, -0.382, 0.093], [0.293, -0.465, -0.310], [0.126, -0.250, -0.943], [-1.183, -0.018, 0.401], [-0.471, 0.251, 0.060], [-0.034, -0.100, -0.595], [0.653, -1.208, 0.034], [0.125, 0.119, -0.238], [-0.378, 0.407, -0.163], [-0.342, 0.902, -0.241], [0.932, -0.016, 1.348], [0.079, 0.112, 0.369], [-1.602, 1.155, -0.279], [-0.353, -0.711, -0.632], [-1.561, 1.005, 0.730], [2.645, 1.012, 0.050], [-0.089, -0.731, -1.105], [-0.317, 0.084, -0.644], [-1.433, -0.599, 1.186], [-0.187, 0.593, -0.160], [2.190, 0.346, 1.416], [0.199, 0.970, 0.231], [-0.049, 0.608, -0.429], [-0.316, 0.366, -0.296], [0.384, 0.647, 0.126], [-0.666, -0.331, -0.433], [0.398, 0.030, -0.406], [0.476, -0.062, 0.473], [-0.926, -0.309, 0.121], [-1.078, 0.059, 0.523], [0.083, 0.212, 0.156], [-0.540, 0.102, -0.032], [-0.682, -0.463, -1.101], [0.809, -0.011, -0.086], [-1.385, -0.213, 0.354], [0.398, -0.709, -0.585], [-0.410, -0.054, 0.439], [0.060, 0.132, 0.183], [-0.221, -0.543, -0.077], [-0.875, -0.661, 0.928], [-0.124, 1.294, 1.606], [0.227, 0.376, -0.276], [0.309, 0.026, 0.286], [0.780, -1.365, -0.488], [0.480, -0.664, -0.015], [0.148, -0.248, 0.158], [-0.307, 0.319, -0.032], [-0.074, -0.230, 0.256], [0.702, -1.858, 0.459], [0.101, 0.191, -0.190], [-0.835, 0.227, -0.269], [0.164, 0.071, -0.638], [0.080, -0.287, -0.723], [-0.146, -0.133, 0.051], [0.026, -0.360, 0.384], [-0.511, 1.055, 2.452], [0.306, 0.190, 0.373], [-0.101, -0.367, 0.264], [-1.390, 0.038, -0.972], [-0.921, -1.600, 0.769], [-0.013, 0.063, 0.175], [-0.200, -0.412, 0.333], [-0.078, 0.033, 0.356], [-0.143, 0.028, -1.110], [-0.602, -0.074, 0.630], [0.254, -0.221, -0.316], [-0.172, 0.658, -0.307], [-0.471, 1.625, 1.009], [0.285, 0.943, -0.509], [0.748, -0.246, -0.353], [0.405, 0.389, -0.248], [-0.597, -0.411, 0.424], [0.090, 0.011, 1.327], [-0.150, 0.048, -0.120], [0.004, 0.055, 0.068], [-0.166, 0.651, -0.098], [0.541, -0.695, -0.781], [-0.088, 0.055, 0.214], [-0.396, -0.850, -0.107], [0.006, -0.290, -0.212], [0.471, 0.180, 0.427], [1.426, -0.552, -1.516], [0.387, 0.143, -0.121], [-0.036, -0.027, -0.520], [0.336, 0.078, 0.087], [-0.021, -0.033, 0.123], [0.011, -0.044, 0.182], [0.169, 0.961, -0.069], [-0.569, -0.645, 0.196], [-2.102, -0.342, -1.229], [1.068, 0.427, 0.268], [0.107, -0.047, -0.603], [-0.900, -0.231, -0.863], [-0.213, -0.555, -0.225], [0.724, 2.847, -1.450], [0.327, -0.114, 0.317], [0.144, 0.193, 0.334], [-0.413, 0.392, 0.112], [0.089, -0.609, -1.118], [1.594, -2.270, -0.105], [-0.070, -1.883, 0.665]],
  "mulliken_charge": [0.148, 0.322, 0.181, 0.263, 1.127, -0.483, -1.240, 0.226, 0.196, -0.221, -0.090, 0.976, -0.607, 0.268, -1.228, -0.762, -0.560, 0.280, 0.311, -0.131, 0.175, 0.338, 0.143, 0.435, -1.118, -0.901, 0.359, 0.400, 0.270, 0.310, -0.548, -1.549, -0.316, -0.291, -1.157, 0.398, 0.310, 0.872, 0.291, 0.305, 0.297, 0.040, 0.351, 0.334, -0.460, 0.327, -0.716, -0.599, -0.583, 0.079, -0.349, -1.425, -0.003, 0.558, -0.832, 0.405, 0.285, 0.061, 0.722, 0.144, 0.026, 0.270, 0.223, 0.309, 0.350, 0.340, -0.160, -0.642, -1.163, -0.016, -0.288, 0.462, 0.260, 0.191, 0.244, 0.016, 0.341, -0.608, -0.148, 0.355, -0.414, 0.653, 0.285, -0.459, 0.348, 0.274, -0.670, 0.203, -0.612, -0.180, 0.248, 0.347, 0.253, 0.159, 0.288, 0.487, -1.131, 0.780, 0.273, 0.387, -0.093, 0.912, 0.273, 0.239, 0.219, -0.606, 0.341, 0.143, 0.326, -0.420, -0.491, 0.451, 0.386, 0.335, 0.029, 0.421, 0.180, 0.371, 0.403, -0.166, 0.320, 0.375, 0.295, 0.014, -0.762, 0.298, 0.312, -0.635, -0.273, 0.098, 0.177, -0.618, -0.906, 0.013, -0.266, 0.136, -0.475, -1.222, 0.642],
  "e_above_lowest_kj_mol": 148.9,
  "largest_force_ev_per_a": 3.28,
  "charge": -1,
  "total_energy_ha": -2949.95420,
  "homo_lumo_gap_ev": 10.0,
  "e_lumo_ev": 2.2,
  "molar_mass_g_mol": 831.81
}